The following is a quantum chemistry calculation of one molecule with the formula CH2N2OS, from the Open Molecules 2025 dataset.

For the HOMO energy, the calculation gives -11.208 eV. As for the gap between HOMO and LUMO: 11.0 eV. The calculation puts the energy relative to the best compared isomer or geometry (same formula, charge and spin) at 2.0346 eV. The calculation puts the electronic energy at -16928.282 eV.

```
! wB97M-V def2-TZVPD RIJCOSX def2/J DEFGRID3
* xyz 0 1
N 1.7148 0.8875 1.5137
C 1.0894 0.4381 0.6670
S -0.3072 0.1177 -0.3139
N -0.5044 -1.3710 -0.1381
O -0.1301 0.8788 -1.5154
H -1.0407 0.9795 0.6017
H -0.8218 -1.9307 -0.8150
*
```

Quick look at the Löwdin charges, all values in e: 0.1425 -0.3317 0.6611 -0.1904 -0.3578 0.1068 -0.0305